Entry 1:
Formula: C3H7OP
Source: OMol25
Level of theory: ωB97M-V/def2-TZVPD

```
12
Properties=species:S:1:pos:R:3:forces:R:3:nbo_charge:R:1
C -0.1175 -0.0650 1.7215 1.6527 -2.5063 1.4832 -1.036
P 0.4433 0.5820 0.1856 2.3471 3.7887 -2.3315 1.771
O 1.3903 1.8940 0.2633 -3.3791 -4.6043 -0.1499 -1.015
C -0.7875 0.2019 -1.1077 3.8572 3.2877 -1.9731 -0.725
C 0.5354 -0.6206 -1.1695 0.7418 1.3716 -1.1632 -0.754
H 0.2642 0.7157 2.4048 -0.0760 -0.8385 0.2224 0.282
H -1.1582 -0.2355 1.8963 -0.8104 0.4326 -0.3983 0.261
H 0.3252 -1.1681 1.8973 -0.4305 2.7271 -0.1207 0.261
H -0.8596 0.8691 -2.0243 -0.2403 -0.7382 1.5056 0.245
H -1.6016 -0.3145 -0.8786 -3.5812 -1.8996 1.1190 0.214
H 0.4617 -1.7077 -1.1309 0.3273 0.3048 0.1347 0.240
H 1.1044 -0.1512 -2.0580 -0.4085 -1.3255 1.6719 0.258
```
Forces are in eV/Å.

**E_tot**: -14559.1497 eV
**Strongest force on any atom**: 5.713 eV/A
**HOMO-LUMO gap**: 10.065 eV
**Energy relative to the best compared isomer or geometry (same formula, charge and spin)**: 24.7 kcal/mol
**Structure (SMILES)**: CP1(=O)CC1


Entry 2:
Formula: C31H25I2N2O4PPdS
Source: OMol25
Level of theory: ωB97M-V/def2-TZVPD

```
67
Properties=species:S:1:pos:R:3:forces:R:3:nbo_charge:R:1
Pd -0.7029 1.0657 -0.8258 2.4705 -1.6042 3.2593 0.922
I 5.5444 5.1845 1.3360 -0.5151 -0.4669 -0.2388 0.442
C 4.1191 3.8513 0.6439 0.5405 0.3773 0.2724 -0.017
C 4.3620 2.4718 0.7455 0.0945 -0.1085 -0.0578 -0.319
C 3.4228 1.6061 0.2699 -0.0001 -0.8294 0.2506 -0.131
I 3.6514 -0.4548 0.4079 0.0800 0.5122 -0.0121 0.356
C 2.2017 2.0836 -0.3822 0.0216 -0.1999 0.1982 0.462
O 1.4305 1.2576 -0.8923 -0.1366 0.1745 -0.6337 -0.505
C 1.9731 3.5181 -0.4239 -0.0415 0.4418 -0.1514 0.012
C 0.7365 4.0598 -1.0830 0.0216 -0.0539 0.0701 -0.263
N -0.4948 3.5023 -0.5352 -0.3067 -0.7335 -0.2956 -0.617
C -0.8273 3.9016 0.8262 -0.0405 -0.1114 0.2169 -0.276
C -0.4825 2.8470 1.8552 0.0220 0.0723 0.0308 0.201
C -0.4845 3.1735 3.2066 0.0453 0.0058 0.0290 -0.193
C -0.1413 2.2104 4.1377 -0.0219 -0.0236 -0.0409 -0.137
C 0.2508 0.9555 3.6906 -0.0137 0.0452 -0.0178 -0.236
C 0.2165 0.7024 2.3333 0.0405 0.0820 0.2666 0.039
N -0.1790 1.6163 1.4410 0.1331 -0.2192 -0.2778 -0.493
C 2.9195 4.3534 0.0825 -0.2255 0.0899 -0.1061 -0.260
H 5.2770 2.1056 1.1895 0.0032 0.0370 0.0149 0.269
H 0.7452 5.1521 -1.0004 0.0251 -0.0169 -0.0382 0.217
H 0.7689 3.8069 -2.1467 0.0032 -0.0126 -0.0096 0.260
H -1.2592 3.6958 -1.1695 -0.0809 0.0303 -0.0595 0.439
H -0.3051 4.8240 1.1022 -0.0915 0.0456 -0.0239 0.214
H -1.8979 4.1034 0.8948 0.0022 0.0291 -0.0921 0.253
H -0.7573 4.1729 3.5206 -0.0094 0.0052 -0.0297 0.234
H -0.1690 2.4354 5.1955 0.0396 0.0243 -0.0040 0.245
H 0.5691 0.1859 4.3793 0.0122 -0.0141 -0.0217 0.244
H 0.5326 -0.2542 1.9474 -0.0768 -0.0102 -0.0012 0.222
H 2.7640 5.4238 0.0415 0.0303 0.0044 0.0219 0.255
O -2.1740 -0.2572 -2.7836 -0.6090 0.0974 0.0044 -0.701
S -3.0797 0.9751 -1.9752 -0.5756 0.6426 -0.5940 1.793
O -2.1403 2.0947 -2.2308 -1.0504 0.0362 -1.1157 -1.031
O -2.8582 0.5922 -0.5360 0.3374 -0.0321 -0.2776 -0.950
C -2.7167 -1.4852 -2.4642 -0.0226 -0.3303 0.1792 0.286
C -3.8919 -1.9452 -3.0364 0.1743 0.0305 -0.1896 -0.245
C -4.4166 -3.1557 -2.6099 0.0032 0.0362 -0.0227 -0.142
C -3.7897 -3.8925 -1.6129 0.0146 -0.0594 0.0211 -0.220
C -2.6321 -3.4174 -1.0191 0.0154 -0.0386 0.0282 -0.111
C -2.0942 -2.2080 -1.4474 0.1849 0.6655 0.0546 -0.448
P -0.6066 -1.4630 -0.7133 -0.6907 0.6739 -0.7274 1.310
C -0.6449 -2.0912 0.9689 0.0281 0.3892 -0.0350 -0.435
C 0.3776 -2.7948 1.6030 0.0373 0.0626 -0.0930 -0.217
C 0.2048 -3.2114 2.9149 0.0876 -0.0296 0.0308 -0.153
C -0.9587 -2.8973 3.6037 -0.0001 0.0349 -0.0230 -0.177
C -1.9655 -2.1641 2.9833 0.0074 -0.0491 0.0606 -0.190
C -1.8134 -1.7604 1.6709 0.0019 -0.0658 -0.0921 -0.184
C 0.7725 -2.0536 -1.7197 0.0763 0.5913 0.1816 -0.412
C 1.3524 -3.3098 -1.5510 -0.0928 -0.0213 0.0359 -0.215
C 2.4055 -3.6869 -2.3693 0.0052 -0.0618 0.0160 -0.143
C 2.8681 -2.8283 -3.3571 0.0104 0.0569 0.0001 -0.183
C 2.2665 -1.5910 -3.5478 0.0316 -0.0259 -0.0367 -0.189
C 1.2203 -1.1996 -2.7303 -0.0186 -0.1089 0.1028 -0.179
H -4.3791 -1.3683 -3.8117 0.0248 0.0244 0.0194 0.248
H -5.3308 -3.5199 -3.0588 0.0033 -0.0213 0.0210 0.241
H -4.2152 -4.8325 -1.2896 0.0301 -0.0073 -0.0013 0.240
H -2.1557 -3.9767 -0.2242 -0.0334 -0.0228 0.0020 0.220
H 1.2977 -3.0205 1.0814 -0.0060 -0.0118 0.0194 0.229
H 0.9817 -3.7897 3.3974 0.0007 0.0226 0.0137 0.230
H -1.0789 -3.2215 4.6290 -0.0170 -0.0187 -0.0107 0.240
H -2.8704 -1.9190 3.5233 0.0064 0.0142 -0.0105 0.241
H -2.5913 -1.1874 1.1789 -0.0285 -0.0167 0.0179 0.254
H 0.9701 -4.0039 -0.8144 0.0233 -0.0099 0.0022 0.227
H 2.8599 -4.6601 -2.2398 -0.0154 -0.0056 -0.0152 0.230
H 3.6926 -3.1292 -3.9893 -0.0094 -0.0125 -0.0052 0.238
H 2.6145 -0.9351 -4.3345 -0.0223 -0.0017 -0.0079 0.234
H 0.7356 -0.2429 -2.8766 0.0628 0.0002 -0.0722 0.224
```
Forces are in eV/Å.

**E_tot**: -83510.7406 eV
**Strongest force on any atom**: 4.393 eV/A
**HOMO-LUMO gap (alpha / beta)**: 4.143 / 4.034 eV
**Total charge**: +2
**Energy relative to the best compared isomer or geometry (same formula, charge and spin)**: 11.9 kcal/mol